Below is 4 unconnected molecules or ions with the total composition C7H21NO3 at a distorted geometry, with properties calculated with ωB97M-V with the def2-TZVPD basis set.

The geometry in ORCA input format:
```
! wB97M-V def2-TZVPD RIJCOSX def2/J DEFGRID3
* xyz 0 1
C 0.24428 1.02085 -1.74569
N 0.91786 0.24832 -0.64528
C 0.84279 -1.20777 -0.81290
C 0.67645 -2.06951 0.47545
C 1.79786 -1.99334 1.48321
C 2.70388 -1.01106 1.43231
C -0.99461 0.51318 -2.46365
C -2.32041 0.35678 -1.73379
H -0.08621 1.91668 -1.19927
H 0.93695 1.28425 -2.50468
H 0.55481 0.60431 0.23225
H 1.72997 -1.45485 -1.42913
H -0.15776 -1.37839 -1.31999
H -0.29026 -1.69146 0.87163
H 0.54782 -3.08813 0.06606
H 1.81810 -2.80461 2.22362
H 2.67933 -0.18516 0.70790
H 3.47978 -0.81473 2.19967
H -1.10291 1.14205 -3.33675
H -0.71346 -0.47142 -2.86898
H -2.71947 -0.62769 -1.87417
H -2.31836 0.60955 -0.67539
H -3.20161 0.83712 -2.21274
H 2.29350 2.53196 0.07443
H 2.06999 2.81918 1.71223
O 1.96946 3.07521 0.80053
H -0.52356 0.79614 3.47000
H -1.20849 1.73431 2.45126
O -0.83221 0.85455 2.55929
H -2.45325 -0.61228 2.01611
H -3.52529 -0.72061 0.82393
O -2.81500 -0.21343 1.22254
*
```

Structure (SMILES) ... C=CCCNCCC.O.O.O
Frontier orbital gap ... 8.79 eV
Relative energy (zero: lowest compared OMol25 entry of this formula, charge and spin) ... 167.6 kJ/mol

=====

Below is 2 unconnected molecules or ions with the total composition C6H6F2N2S2 at a distorted geometry, with properties calculated with ωB97M-V with the def2-TZVPD basis set.

The geometry in ORCA input format:
```
! wB97M-V def2-TZVPD RIJCOSX def2/J DEFGRID3
* xyz 0 1
C 0.32245 -1.47108 -0.75179
C 0.04092 -0.47417 0.21636
C -1.37245 -0.38756 0.23389
C 0.61851 1.35653 1.70605
C 0.95966 0.45491 0.79483
C 2.46715 0.33132 0.34808
N -0.85585 -1.98560 -1.15365
N -1.80244 -1.42529 -0.51900
F -5.44427 0.63458 0.05363
F 1.48100 0.91932 -2.16122
S -4.32203 0.91609 -1.04868
S 2.61547 1.54609 -1.12015
H 1.18092 -1.99564 -1.05151
H 1.26761 1.90328 2.27727
H -0.41957 1.44619 1.99758
H 3.27372 0.60409 0.92698
H 2.76350 -0.70512 -0.12731
H -2.77431 -1.66792 -0.62135
*
```

Frontier orbital gap (spin up / spin down) ... 3.74 / 4.91 eV

=====

Below is a molecular structure, C27H23N4O5ReS4Sb at a distorted geometry, with properties calculated with ωB97M-V with the def2-TZVPD basis set.

The geometry in ORCA input format:
```
! wB97M-V def2-TZVPD RIJCOSX def2/J DEFGRID3
* xyz -1 3
Re 0.05810 0.38093 0.45547
C -3.63465 2.94437 0.80306
O -3.56331 3.53273 -0.48479
C -3.07248 2.77279 -1.51039
C -3.53101 3.05320 -2.78071
C -3.14239 2.28441 -3.87455
C -2.36497 1.17263 -3.67689
C -1.86947 0.85569 -2.40278
C -1.20207 -0.38980 -2.21533
N -0.76484 -0.85332 -1.08772
N -0.36358 -2.13899 -1.03869
C 0.27111 -2.42859 0.06759
O 0.48732 -1.56740 0.99716
C 0.75855 -3.80408 0.25003
C 0.95141 -4.33673 1.52149
C 1.41431 -5.63531 1.65081
C 1.70551 -6.38994 0.52455
C 1.52858 -5.85023 -0.74008
C 1.04639 -4.56417 -0.87964
C -2.09722 1.74607 -1.31418
O -1.48818 1.66886 -0.18137
H -4.35048 3.54992 1.35947
H -2.67052 2.95459 1.31546
H -3.99094 1.91207 0.74830
H -4.20807 3.88394 -2.90887
H -3.49158 2.54022 -4.86332
H -2.11691 0.52288 -4.50488
H -1.14055 -1.04811 -3.08372
H 0.73978 -3.73203 2.39013
H 1.55297 -6.06315 2.63342
H 2.08443 -7.39880 0.62890
H 1.77268 -6.43214 -1.61793
H 0.89869 -4.11883 -1.85091
C -0.22138 5.87342 4.28171
C -0.04742 5.24917 2.92848
C -1.00982 5.38356 1.93466
C -0.80775 4.83617 0.67571
C 0.36979 4.16832 0.41419
C 1.34993 4.04573 1.38160
C 1.13069 4.56349 2.64327
S 0.77911 3.53390 -1.20003
O -0.30922 3.73597 -2.12226
O 2.03495 4.14921 -1.56883
N 0.98977 1.93989 -0.88851
C 1.89028 1.16435 -1.49439
C 2.75057 1.52586 -2.55065
C 3.60549 0.57789 -3.05033
C 3.60782 -0.71312 -2.51601
C 2.75466 -0.98418 -1.47097
N 1.91968 -0.08211 -0.98343
H -1.19114 6.35785 4.36676
H 0.55710 6.62098 4.44375
H -0.12846 5.12207 5.06596
H -1.92383 5.92512 2.14016
H -1.54398 4.92342 -0.10788
H 2.27383 3.55119 1.12712
H 1.88359 4.44775 3.41121
H 2.71537 2.53298 -2.92738
H 4.28276 0.83651 -3.85356
H 4.25360 -1.47981 -2.91198
H 2.72486 -1.95892 -1.00007
S 0.82926 -1.18059 4.90651
Sb 0.17733 0.78541 3.95254
S 1.67945 1.00959 1.97769
S -1.51666 0.14921 2.21346
*
```

Frontier orbital gap (spin up / spin down) ... 6.12 / 5.52 eV
Expectation value of S² ... 2.026
Relative energy (zero: lowest compared OMol25 entry of this formula, charge and spin) ... 0.0 kJ/mol

=====

| no. | DFT total energy (a.u.) |
| --- | --- |
| 1 | -559.69750 |
| 2 | -1337.52764 |
| 3 | -3549.34771 |